DFT (the ωB97M-V functional and the def2-TZVPD basis) results for C3H7N3O in the gas phase.

Last column: Löwdin charge in e.
Geometry (Å):
1 C 1.922361 -1.054629 0.172976  -0.036
2 C 0.957682 0.114720 -0.110025  -0.354
3 C -2.607104 0.112165 0.104933  0.000
4 H 2.942935 -0.717742 0.276239  0.073
5 H 1.465577 -1.772393 0.879852  0.079
6 H 1.927276 -1.789968 -0.649825  0.067
7 H -0.748418 -1.068072 -0.585185  0.135
8 H -3.257888 0.118642 0.937550  0.044
9 H -2.872103 -0.506924 -0.753346  0.054
10 H -0.253408 2.248712 0.113651  0.093
11 N -0.369138 -0.154170 -0.353802  -0.005
12 N -1.377042 0.697547 0.044537  -0.035
13 N 1.521116 1.334353 -0.055104  -0.010
14 O 0.748148 2.437763 -0.022452  -0.103

Cartesian forces (eV/Å) of the 2 atoms listed first:
C -1.984 -0.844 -1.648
C 2.808 2.906 0.066

Summary:
ΔE to the lowest compared entry with this formula, charge and spin ... 134.7 kcal/mol
HOMO energy ... -7.92 eV
HOMO-LUMO gap ... 7.56 eV
SMILES string ... C=NN/C(C)=N\O

=====

DFT (the ωB97M-V functional and the def2-TZVPD basis) results for C6H5ClN2O6 in the gas phase.

Last column: Löwdin spin population.
Geometry (Å):
1 C -0.722710 -0.545991 0.635799  0.090
2 C 0.292459 -1.211803 1.123167  0.065
3 C -1.502657 -0.419765 -1.604726  0.005
4 C -0.856499 0.423400 -0.463212  0.016
5 C 1.607530 -1.349666 0.399991  0.598
6 C 2.415682 -0.308672 0.170372  0.509
7 N -1.571405 1.690695 -0.206594  0.003
8 N 2.254620 0.920993 0.901955  0.116
9 O -2.663824 1.542563 0.282355  0.001
10 O 1.598240 0.907706 1.950549  0.169
11 O -0.899737 -0.905392 -2.521158  0.004
12 O -1.001206 2.713541 -0.483558  0.003
13 O 2.847206 1.907589 0.465096  0.176
14 O -2.789821 -0.677016 -1.343150  0.004
15 Cl 3.813379 -0.289418 -0.883139  0.190
16 H -1.715847 -0.740166 1.252830  0.002
17 H 0.306293 -1.870494 1.936551  0.012
18 H 0.031016 0.712164 -1.114546  0.003
19 H 1.759637 -2.297338 0.064670  0.035
20 H -3.202354 -0.202928 -0.563246  0.000

Cartesian forces (eV/Å) of the 2 atoms listed first:
C -3.671 0.469 3.164
C 3.055 -0.072 -2.727

Summary:
ΔE to the lowest compared entry with this formula, charge and spin ... 0.0 kcal/mol
HOMO energy (alpha / beta) ... -7.59 / -10.34 eV
HOMO-LUMO gap (alpha / beta) ... 7.04 / 6.04 eV
2S+1 ... 3

=====

DFT (the ωB97M-V functional and the def2-TZVPD basis) results for a molecular structure, C36H71CaNO4SSb2Si4.

Last column: Löwdin charge in e.
Geometry (Å):
1 Ca -0.141026 0.274649 -0.073729  0.909
2 C 5.085474 0.944881 -0.810700  -0.314
3 Sb 2.478836 0.868167 -1.633217  1.355
4 C 3.399647 -0.908487 -2.559107  -0.303
5 C 3.037741 2.316255 -3.278761  -0.278
6 C 3.383574 3.626582 -2.757381  -0.293
7 C 4.727331 3.949351 -2.559360  -0.065
8 C 5.129806 5.164995 -2.041342  -0.118
9 C 4.179068 6.119406 -1.723643  -0.129
10 C 2.840770 5.828299 -1.935937  -0.088
11 C 2.411258 4.603465 -2.436607  -0.292
12 C 0.970395 4.387692 -2.649255  -0.290
13 Sb -0.161310 3.289583 -1.062620  1.417
14 C -0.875959 5.304737 -0.312351  -0.354
15 C 1.319817 3.515596 0.497910  -0.336
16 H 5.730052 0.858624 -1.688024  -0.093
17 H 5.247536 0.040117 -0.211630  -0.088
18 H 5.445137 1.803354 -0.235433  -0.091
19 H 4.366625 -0.616445 -2.949448  -0.022
20 H 2.836036 -1.392870 -3.341159  -0.043
21 H 3.555696 -1.620140 -1.755025  -0.019
22 H 2.151268 2.331538 -3.900591  0.022
23 H 3.863460 1.847553 -3.806746  0.054
24 H 5.470968 3.210536 -2.825747  0.099
25 H 6.183576 5.372721 -1.890895  0.087
26 H 4.471618 7.085219 -1.323448  0.083
27 H 2.095772 6.588426 -1.725122  0.097
28 H 0.778521 3.837418 -3.564787  0.019
29 H 0.452778 5.344386 -2.712833  0.046
30 H -0.048523 6.004890 -0.257073  -0.031
31 H -1.310263 5.211561 0.679816  -0.028
32 H -1.635263 5.727575 -0.967301  -0.033
33 H 1.920275 4.401183 0.291190  0.007
34 H 1.964243 2.644663 0.527741  -0.082
35 H 0.796981 3.634640 1.447786  0.005
36 C -1.747732 2.761704 6.506320  -0.116
37 O -2.961694 2.675825 5.818994  -0.096
38 C -2.915026 2.278882 4.490553  -0.269
39 C -4.140092 2.331091 3.816779  -0.040
40 C -4.190275 2.002979 2.486965  -0.036
41 C -3.051474 1.591448 1.763339  -0.114
42 C -3.123037 1.344844 0.358701  -0.378
43 C -4.434912 1.616814 -0.372644  -0.012
44 O -2.160768 0.961335 -0.341674  -0.247
45 C -1.789246 1.472571 2.463502  -0.357
46 O -0.705543 1.073022 1.926651  -0.246
47 C -1.781983 1.861370 3.832594  0.050
48 H -1.993048 3.131215 7.503703  0.085
49 H -1.056741 3.460090 6.021117  0.095
50 H -1.257382 1.785933 6.588698  0.091
51 H -5.016385 2.641405 4.364899  0.102
52 H -5.146173 2.066124 1.986491  0.101
53 H -4.714769 2.663998 -0.272106  0.083
54 H -5.237666 0.993699 0.014811  0.078
55 H -4.282822 1.386181 -1.426734  0.081
56 H -0.826314 1.797620 4.332555  0.107
57 C 3.240385 1.225762 2.388357  -0.215
58 S 1.901195 -0.040736 2.455593  0.843
59 C 3.054230 -1.360598 3.064516  -0.225
60 O 1.666766 -0.431151 1.056779  -0.759
61 H 3.906805 1.092013 3.231250  0.042
62 H 2.769565 2.200548 2.440922  0.026
63 H 3.769651 1.118331 1.445959  0.024
64 H 3.433201 -1.106636 4.047995  0.045
65 H 3.853474 -1.460515 2.340805  0.057
66 H 2.482676 -2.279471 3.107280  0.008
67 C -0.731837 1.579406 -4.176725  -0.094
68 C -0.125324 0.353152 -3.442792  -0.756
69 C 0.777055 -0.375293 -4.459814  -0.079
70 C -1.319438 -0.581292 -3.148305  -0.091
71 N 0.498776 0.733221 -2.194317  -0.553
72 H -1.351092 1.271612 -5.023081  0.066
73 H 0.052127 2.230995 -4.555923  0.047
74 H -1.351271 2.136104 -3.470645  0.037
75 H 0.273138 -0.464793 -5.426081  0.071
76 H 0.998482 -1.376867 -4.099041  0.049
77 H 1.707010 0.169230 -4.608587  0.056
78 H -1.843151 -0.855524 -4.066663  0.074
79 H -2.005070 -0.061339 -2.485479  0.051
80 H -0.967630 -1.485644 -2.655073  0.038
81 C -4.300902 -2.345379 -0.869043  -0.237
82 Si -2.861259 -3.625556 -0.801313  0.373
83 C -2.685896 -4.145718 -2.665405  -0.231
84 C -3.692701 -5.226918 -0.080201  -0.236
85 Si -0.968480 -2.534854 0.314353  0.409
86 Si 0.657519 -4.230528 -0.260021  0.354
87 C 2.340608 -3.860542 0.592097  -0.238
88 C 0.529337 -6.166737 -0.108541  -0.230
89 C 1.074629 -4.031663 -2.129317  -0.228
90 Si -1.618830 -3.170050 2.572029  0.373
91 C -2.065598 -4.888150 3.394604  -0.227
92 C -0.316258 -2.510603 3.831400  -0.239
93 C -3.157136 -2.094188 3.001500  -0.227
94 H -5.074690 -2.572296 -1.598189  0.013
95 H -3.885451 -1.369056 -1.109400  -0.008
96 H -4.780090 -2.255158 0.103116  0.002
97 H -3.614273 -4.485202 -3.121456  0.012
98 H -1.964998 -4.955138 -2.758250  -0.003
99 H -2.315969 -3.318058 -3.263033  -0.005
100 H -4.436900 -5.674389 -0.734138  0.008
101 H -4.176555 -5.015035 0.867350  -0.005
102 H -2.929556 -5.974045 0.113463  0.001
103 H 2.341460 -4.162323 1.636729  0.005
104 H 2.503957 -2.788671 0.554362  -0.013
105 H 3.192888 -4.336081 0.112229  0.021
106 H 0.433530 -6.469764 0.929061  -0.002
107 H 1.389320 -6.683045 -0.528822  0.011
108 H -0.353217 -6.520440 -0.631208  -0.005
109 H 1.200170 -2.977063 -2.351955  -0.010
110 H 0.271111 -4.406497 -2.755912  -0.002
111 H 1.989939 -4.538756 -2.428526  0.022
112 H -1.222109 -5.571002 3.337909  0.000
113 H -2.889932 -5.354745 2.866148  -0.014
114 H -2.350503 -4.805729 4.443136  0.010
115 H 0.549521 -3.164426 3.890252  0.004
116 H -0.693989 -2.389219 4.844171  0.019
117 H 0.009719 -1.533959 3.485755  -0.031
118 H -4.039852 -2.435723 2.468780  0.001
119 H -2.964343 -1.070245 2.689600  0.001
120 H -3.402774 -2.071837 4.061070  0.018

Cartesian forces (eV/Å) of the 2 atoms listed first:
Ca 0.541 -0.576 -0.464
C -0.267 0.155 -0.138

Summary:
ΔE to the lowest compared entry with this formula, charge and spin ... 64.0 kcal/mol
HOMO energy ... -0.46 eV
HOMO-LUMO gap ... 4.23 eV
Charge ... -2

=====

DFT (the ωB97M-V functional and the def2-TZVPD basis) results for a molecular structure, C2H6N2S.

Last column: Löwdin charge in e.
Geometry (Å):
1 C -2.206326 -0.698472 -0.080932  -0.096
2 C -0.881239 0.105792 0.049289  -0.622
3 H -1.862099 -1.783405 -0.685264  0.114
4 H -2.952425 0.046127 -0.539166  0.061
5 H -2.658820 -0.748444 1.263872  0.179
6 H -1.803867 1.903618 0.079146  0.021
7 H 0.160557 -1.874784 -0.294327  0.226
8 H 2.742083 0.145821 1.279686  -0.004
9 N -0.951506 1.410463 -0.036691  0.078
10 N 0.360579 -0.602982 0.264145  -0.549
11 S 1.814778 0.013424 -0.156641  0.591

Cartesian forces (eV/Å) of the 2 atoms listed first:
C 0.805 -0.873 2.556
C -1.612 2.892 -0.286

Summary:
ΔE to the lowest compared entry with this formula, charge and spin ... 128.9 kcal/mol
HOMO energy ... -9.20 eV
HOMO-LUMO gap ... 9.21 eV

=====

DFT (the ωB97M-V functional and the def2-TZVPD basis) results for a molecular structure, C3H8ClN2.

Last column: Löwdin charge in e.
Geometry (Å):
1 C -1.999689 0.258999 -0.144194  -0.554
2 C 1.950279 -0.921639 0.147006  -0.062
3 C 0.805492 0.019163 -0.074394  -0.388
4 N -0.356210 -0.737360 0.279457  0.090
5 N -1.775197 1.505501 0.020267  0.193
6 Cl -3.454323 -0.553267 -0.226509  0.857
7 H 2.120059 -1.268730 -0.861126  0.091
8 H 2.704996 -0.436724 0.766491  0.097
9 H 1.654452 -1.723812 0.863971  0.106
10 H 0.937864 0.907355 0.587788  0.121
11 H 0.852324 0.407980 -1.064246  0.109
12 H -0.302526 -1.525841 -0.378817  0.102
13 H -0.813685 1.764303 0.086251  0.107
14 H -2.323841 2.304069 -0.001946  0.130

Cartesian forces (eV/Å) of the 2 atoms listed first:
C 3.099 -2.670 1.216
C -0.361 -0.799 1.290

Summary:
ΔE to the lowest compared entry with this formula, charge and spin ... 80.5 kcal/mol
HOMO energy (alpha / beta) ... -14.82 / -14.82 eV
HOMO-LUMO gap (alpha / beta) ... 9.67 / 9.67 eV
Charge ... +1

=====

DFT (the ωB97M-V functional and the def2-TZVPD basis) results for a molecular structure, C25H45N3O4PSSbTi.

Last column: Löwdin charge in e.
Geometry (Å):
1 Ti 0.012945 -0.352659 -0.716316  0.873
2 C 1.589124 1.878596 3.756542  0.010
3 O 1.338645 1.351937 2.427448  -0.030
4 C 0.123587 1.365590 1.924552  -0.554
5 O -0.041138 0.928239 0.775260  -0.166
6 N -0.883652 1.825031 2.667428  0.059
7 N -2.180633 1.836916 2.152552  0.108
8 H 2.654698 1.777274 3.913700  0.110
9 H 1.053691 1.294569 4.504558  0.105
10 H 1.314554 2.931369 3.799919  0.111
11 H -0.709588 2.160445 3.598362  0.146
12 H -2.557454 2.772875 2.221733  0.112
13 H -2.759252 1.190404 2.673411  0.111
14 S -4.194727 -1.394632 0.415332  1.099
15 C -3.252192 -2.549365 1.247046  -0.371
16 C -1.920511 -2.389499 1.017194  -0.188
17 C -1.635946 -1.289730 0.146191  -0.256
18 C -2.796216 -0.669228 -0.253048  -0.525
19 C -2.799383 0.510670 -1.113082  -0.272
20 C -3.934768 1.190417 -1.528245  0.006
21 C -3.803140 2.295839 -2.345632  -0.011
22 C -2.533586 2.704970 -2.737584  -0.019
23 C -1.451167 1.985521 -2.291108  -0.116
24 N -1.570426 0.911744 -1.495464  0.015
25 H -3.737608 -3.304920 1.850254  0.086
26 H -1.184783 -3.052165 1.452992  0.084
27 H -4.911010 0.843162 -1.212210  0.116
28 H -4.681312 2.833746 -2.682877  0.129
29 H -2.386100 3.562005 -3.380562  0.123
30 H -0.449215 2.260621 -2.581820  0.083
31 C 3.566023 2.128867 -3.962757  -0.088
32 C 2.190447 1.849835 -3.347378  -0.518
33 C 1.433040 0.843807 -4.224283  -0.115
34 P 2.143687 1.349687 -1.558647  1.084
35 C 3.671915 0.397416 -1.092845  -0.541
36 C 5.022664 1.112964 -1.027357  -0.085
37 C 3.780893 -0.898274 -1.908811  -0.097
38 C 2.241416 2.947799 -0.612732  -0.512
39 C 0.860463 3.598454 -0.425542  -0.112
40 C 3.168932 4.022659 -1.190082  -0.096
41 H 3.421124 2.545045 -4.963208  0.096
42 H 4.141475 1.208721 -4.076522  0.077
43 H 4.160120 2.841114 -3.396991  0.059
44 H 1.621731 2.785549 -3.353071  0.098
45 H 1.961217 -0.113783 -4.275669  0.089
46 H 1.348107 1.227965 -5.243184  0.099
47 H 0.425400 0.658405 -3.854350  0.024
48 H 3.426612 0.122908 -0.062904  0.033
49 H 5.318656 1.566403 -1.970744  0.069
50 H 5.784365 0.370219 -0.772618  0.090
51 H 5.046724 1.872462 -0.247182  0.075
52 H 3.995631 -0.694554 -2.960245  0.076
53 H 2.879278 -1.507334 -1.865225  0.046
54 H 4.609338 -1.501461 -1.528458  0.088
55 H 2.613457 2.635042 0.367378  0.099
56 H 0.542392 4.088825 -1.351656  0.084
57 H 0.924767 4.385202 0.331883  0.094
58 H 0.080226 2.902874 -0.128745  0.036
59 H 2.810799 4.364307 -2.164620  0.082
60 H 4.203546 3.714024 -1.292959  0.062
61 H 3.147722 4.890199 -0.523577  0.094
62 C 3.728872 -1.748673 1.869154  -0.275
63 Sb 1.686050 -1.783269 1.284234  1.412
64 C 1.553546 -3.854619 0.829783  -0.275
65 C 0.836439 -1.764158 3.247368  -0.274
66 H 3.835685 -2.445959 2.700402  0.029
67 H 4.029188 -0.748961 2.181038  0.013
68 H 4.352482 -2.072282 1.036121  0.015
69 H 1.616867 -4.432118 1.750156  0.025
70 H 2.383470 -4.123951 0.176405  0.024
71 H 0.621986 -4.070577 0.312289  0.005
72 H 0.716473 -2.793570 3.585899  0.025
73 H -0.138879 -1.275984 3.255124  0.003
74 H 1.520298 -1.248230 3.923428  0.012
75 C -1.193108 -1.402402 -4.494317  0.029
76 O -0.294688 -2.043924 -3.537725  0.039
77 C -0.092481 -1.445034 -2.449694  -0.410
78 O 0.641099 -1.938842 -1.550156  -0.162
79 H -1.938316 -2.141774 -4.760899  0.109
80 H -0.609365 -1.125625 -5.364975  0.104
81 H -1.658849 -0.531729 -4.042395  0.087

Cartesian forces (eV/Å) of the 2 atoms listed first:
Ti -0.138 0.235 0.032
C -0.061 -0.032 -0.129

Summary:
ΔE to the lowest compared entry with this formula, charge and spin ... 26.5 kcal/mol
HOMO energy ... -13.70 eV
HOMO-LUMO gap ... 7.32 eV
Charge ... +2

=====

The lowest ΔE to the lowest compared entry with this formula, charge and spin belongs to which entry? C6H5ClN2O6